(1)
Here is a molecular structure, C16H26Cl8F12N2O10S4Zn from the Open Molecules 2025 dataset. Energies are from ωB97M-V/def2-TZVPD.

Structure (XYZ):
```
79
Properties=species:S:1:pos:R:3:forces:R:3
Zn -1.658299 2.902358 2.853153 0.22 0.22 -0.10
C -4.499451 3.302068 7.474327 -0.07 -0.48 0.47
F -5.430698 3.931378 8.221214 0.67 -1.08 -0.67
F -3.562486 4.187306 7.186087 0.19 0.13 -0.13
F -3.906136 2.291630 8.131974 -0.77 0.64 -0.02
S -5.231902 2.677547 5.817313 0.28 2.94 -2.83
O -6.640070 2.313800 5.987890 2.90 0.60 -0.20
O -4.834563 3.808853 4.930548 -1.20 -1.62 1.53
N -4.083729 1.511746 5.218132 -1.27 1.36 2.15
S -4.827482 0.152257 5.585833 -1.17 -3.21 0.58
O -5.368922 0.045053 6.945099 1.56 0.40 -1.32
O -5.768676 -0.186822 4.554148 0.60 -0.28 -0.20
C -3.368398 -1.115389 5.498663 -1.51 1.43 -1.70
F -2.637479 -1.027974 6.555364 1.08 0.14 1.16
F -3.879133 -2.306926 5.382756 -0.41 -0.90 0.12
F -2.628824 -0.884323 4.384600 -0.03 0.22 0.49
C 0.792070 1.764814 -2.098137 0.17 -0.55 -0.09
F 1.464628 2.758987 -1.537412 -0.34 0.06 0.28
F -0.095583 2.247076 -2.949078 0.37 -0.06 0.07
F 1.691075 0.991069 -2.720953 -0.83 0.15 0.27
S -0.117434 0.722456 -0.737499 0.46 0.91 3.45
O 0.002486 -0.678923 -1.066360 -0.21 1.68 0.03
O 0.371217 1.168053 0.577715 0.68 -0.32 -1.32
N -1.676526 1.458182 -0.584773 2.73 -0.57 -0.63
S -2.533377 0.513879 -1.486119 -4.47 -1.01 -3.49
O -1.953594 0.219283 -2.813787 -0.67 0.55 2.21
O -3.150408 -0.564704 -0.732349 0.58 1.01 -0.67
C -4.009136 1.815910 -1.885998 1.56 -2.42 -1.47
F -4.995660 1.214454 -2.589423 0.83 0.45 0.38
F -4.468712 2.170791 -0.737330 -0.82 1.05 1.52
F -3.548667 2.862955 -2.583372 -0.25 -0.35 0.40
C -1.120260 6.478487 1.430166 0.24 -1.41 -0.04
O -0.364053 5.653684 2.366646 -0.12 0.37 -0.06
C 0.256642 6.470460 3.374503 -0.63 0.27 0.53
C 1.017097 5.645077 4.393780 1.30 -1.07 -1.41
O 0.256213 4.479948 4.637894 -0.55 -0.46 1.62
C 0.703541 3.895581 5.876049 -0.31 -0.54 0.01
H -0.547151 7.351374 1.117562 -0.19 0.13 0.30
H -2.123966 6.670143 1.809585 0.20 0.55 0.26
H -1.259155 5.848201 0.551789 0.12 0.01 -0.08
H -0.502097 6.988865 3.960748 -0.46 0.12 -0.19
H 0.836397 7.247699 2.876620 0.42 -0.15 0.10
H 1.372909 6.134004 5.300667 -1.09 0.64 0.24
H 1.986135 5.276959 4.056796 0.22 0.05 -0.88
H 0.666970 4.582018 6.721962 -0.06 0.40 -0.22
H 1.722458 3.519226 5.785078 0.10 -0.01 -0.14
H 0.049355 3.070515 6.157816 -0.04 -0.05 -0.34
Cl 1.881038 -8.656940 1.113001 0.64 -0.24 0.16
C 0.359033 -7.956446 1.656863 -0.37 0.04 -0.59
C -0.793325 -8.601244 0.884207 -0.27 0.26 0.97
Cl -1.026503 -10.325186 1.355940 0.16 0.30 -0.15
H 0.446548 -6.890614 1.446066 -0.32 -0.03 -0.20
H 0.235114 -8.044370 2.736213 0.09 -0.38 -0.13
H -0.702478 -8.558242 -0.201155 0.17 0.06 0.24
H -1.699436 -8.098584 1.222428 -0.10 -0.01 -0.31
Cl 6.503786 0.830912 -8.513174 -0.45 0.45 0.01
C 4.735911 0.758717 -8.170370 -0.29 -0.37 0.03
C 3.936658 2.073112 -8.339692 0.89 -0.45 -0.43
Cl 2.195564 1.667586 -8.399880 0.15 0.11 0.46
H 4.657830 0.390880 -7.147289 -0.05 0.29 0.02
H 4.353904 -0.056173 -8.785293 -0.08 0.37 -0.23
H 4.103845 2.603165 -9.277339 0.37 -0.34 0.03
H 4.212726 2.754696 -7.535130 -0.54 -0.06 0.11
Cl 8.258442 -1.886373 -3.087003 0.11 1.01 -0.01
C 7.063304 -3.046652 -2.509970 0.52 -0.90 -1.28
C 7.779389 -4.415840 -2.507287 -1.00 -0.36 0.77
Cl 9.279783 -4.412788 -1.520621 -0.50 -0.18 -0.09
H 6.300832 -3.053627 -3.288875 -0.09 -0.25 0.06
H 6.563876 -2.718362 -1.598430 0.61 -0.24 0.20
H 8.021563 -4.873091 -3.466646 0.20 0.93 -0.27
H 7.074133 -5.149655 -2.117117 0.14 -0.01 0.62
Cl 1.184274 -5.234289 -6.222372 0.10 0.01 0.02
C -0.211921 -5.284727 -7.327250 0.05 0.65 -0.41
C -1.509864 -5.494368 -6.559859 0.89 -0.25 -0.92
Cl -1.476647 -7.236352 -6.226918 -0.63 -0.48 0.76
H -0.037594 -6.097711 -8.032073 -0.09 0.05 0.16
H -0.199045 -4.358743 -7.902125 -0.09 0.13 0.22
H -2.355096 -5.318422 -7.225254 -0.02 0.16 0.25
H -1.532813 -4.889353 -5.653488 -0.20 -0.26 -0.06
```
Positions in Å, forces in eV/Å.

Output
HOMO-LUMO gap	3.0622	eV
LUMO	-6.9875	eV

Atomic partial charges in e from the Mulliken method, atoms 1 to 4: atom 1 (Zn): 1.29, atom 2 (C): 0.70, atom 3 (F): -0.21, atom 4 (F): -0.21

---

(2)
Here is a single C17H23NO2 molecule from the Open Molecules 2025 dataset. Energies are from ωB97M-V/def2-TZVPD.

Structure (XYZ):
```
43
Properties=species:S:1:pos:R:3:forces:R:3
C -4.398286 -0.335959 0.289468 0.01 -0.07 0.05
C -3.029557 -0.911470 0.082844 0.01 0.02 0.08
C -2.074940 -0.839913 1.087731 -0.17 -0.07 -0.17
C -0.804812 -1.365642 0.924274 0.31 -0.13 0.00
C -0.478314 -2.010455 -0.261134 -0.24 0.03 -0.11
C -1.425621 -2.084020 -1.279908 0.28 -0.06 0.06
C -2.679911 -1.535823 -1.108292 0.06 0.03 0.10
H -3.400299 -1.599279 -1.911009 -0.08 0.00 -0.08
H -1.157564 -2.582501 -2.198606 0.04 -0.06 -0.11
O 0.726041 -2.611580 -0.527875 -0.11 -0.06 -0.19
C 1.721239 -2.594199 0.469191 0.17 -0.03 0.32
C 2.430098 -1.236833 0.589966 -0.31 -0.37 -0.26
O 2.898617 -0.836414 1.634447 0.13 0.02 0.39
N 2.510841 -0.597598 -0.586668 -0.05 0.04 -0.46
H 2.038431 -1.009395 -1.378897 -0.01 -0.04 0.16
C 3.129632 0.691614 -0.775253 0.09 0.28 -0.04
H 3.488306 1.021667 0.200328 0.04 -0.02 -0.10
C 2.155947 1.695930 -1.389571 0.12 -0.13 0.31
C 0.938475 2.022416 -0.557115 0.12 0.09 -0.36
C 0.900527 1.936329 0.764646 -0.02 -0.09 0.19
C -0.272581 2.339854 1.603269 -0.09 0.22 -0.04
C -1.278289 3.174352 0.817590 -0.09 -0.25 0.05
C -1.523275 2.525728 -0.538322 0.07 0.27 -0.07
C -0.233690 2.536708 -1.351894 -0.21 -0.08 0.17
H -0.014193 3.557006 -1.685937 0.00 0.01 -0.11
H -0.363160 1.925950 -2.249920 0.07 0.03 -0.04
H -1.845850 1.493415 -0.391207 -0.05 -0.04 -0.03
H -2.309324 3.054817 -1.081348 -0.05 -0.06 -0.01
H -0.881815 4.181172 0.668335 -0.01 0.08 0.02
H -2.212505 3.260419 1.376320 0.00 0.08 0.02
H -0.757349 1.435793 1.982438 -0.02 0.01 0.11
H 0.086149 2.898414 2.472044 -0.03 -0.06 0.04
H 1.739300 1.548983 1.323433 0.24 -0.14 -0.03
H 2.703221 2.623448 -1.587195 0.00 -0.02 -0.14
H 1.826709 1.308171 -2.358792 0.01 0.06 -0.06
H 3.994356 0.579511 -1.441136 -0.04 0.08 0.15
H 2.464875 -3.332463 0.150074 -0.10 0.11 0.09
H 1.335022 -2.897492 1.447685 0.05 0.12 -0.10
H -0.084413 -1.259834 1.719831 0.11 0.00 0.10
H -2.329653 -0.360816 2.022643 0.00 0.08 0.09
H -4.337233 0.644901 0.757372 -0.06 0.09 0.01
H -4.982917 -0.982552 0.944297 -0.11 0.02 0.02
H -4.926198 -0.241239 -0.656054 -0.08 0.04 -0.04
```
Positions in Å, forces in eV/Å.

Output
HOMO-LUMO gap	9.2700	eV
LUMO	0.8056	eV

Atomic partial charges in e from the Mulliken method, atoms 1 to 4: atom 1 (C): -1.58, atom 2 (C): 0.52, atom 3 (C): -0.54, atom 4 (C): -0.03

---

(3)
Here is 2 unconnected molecules or ions with the total composition C6H10S from the Open Molecules 2025 dataset. Energies are from ωB97M-V/def2-TZVPD.

Structure (XYZ):
```
17
Properties=species:S:1:pos:R:3:forces:R:3
C 2.659284 -1.487361 -0.051910 1.40 0.04 -1.67
C 2.191607 -0.973932 0.914327 -0.80 0.44 0.48
C 0.204553 0.899748 -1.706692 2.13 -2.28 -1.65
C -0.337884 1.102130 0.795417 -1.35 2.06 -0.29
C -2.594255 -1.146179 0.702409 2.20 1.81 -0.73
C -0.585001 0.440547 -0.533579 -0.09 -1.21 0.68
S -1.484712 -1.005762 -0.638760 -0.82 1.26 1.35
H 3.233530 -1.670222 -0.965976 -0.68 -0.30 0.96
H 0.350105 1.969055 -1.628961 -0.24 0.30 -0.50
H -0.212769 0.516790 -2.710856 0.40 1.07 1.52
H 1.351973 0.458616 -1.753027 -2.59 0.91 0.51
H 0.655847 1.643177 0.813385 -1.01 -0.88 0.15
H -1.138793 1.927583 1.039991 1.28 -1.24 -0.63
H -0.519522 0.391475 1.592051 0.55 -0.18 0.38
H -2.431232 -0.528397 1.598469 -0.13 -0.10 -0.65
H 1.621093 -0.433617 1.633397 0.20 -0.29 0.25
H -2.963822 -2.103643 0.900316 -0.45 -1.41 -0.16
```
Positions in Å, forces in eV/Å.

Output
HOMO-LUMO gap (alpha / beta)	7.3917 / 7.8242	eV
LUMO (alpha / beta)	0.2686 / 0.3504	eV

Atomic partial charges in e from the Mulliken method, atoms 1 to 4: atom 1 (C): -0.42, atom 2 (C): -0.29, atom 3 (C): -1.05, atom 4 (C): -1.67

---

(4)
Here is a gas-phase ion, C6H6N (charge +1) from the Open Molecules 2025 dataset. Energies are from ωB97M-V/def2-TZVPD.

Structure (XYZ):
```
13
Properties=species:S:1:pos:R:3:forces:R:3
C 1.607944 0.923530 0.220089 -3.71 3.09 -2.79
C 1.907130 -0.357002 0.204619 0.72 -2.43 0.18
C -2.165531 0.290389 0.214714 -2.41 1.46 0.29
C 0.235267 0.497001 -0.908539 2.59 -0.58 2.33
C -0.253807 -1.315392 0.027181 -5.85 -1.19 3.13
C -0.968753 -0.048714 -0.240853 0.58 -2.69 1.56
N 0.858556 -0.885543 -0.557355 5.62 3.49 -2.82
H 1.670446 1.993847 0.548196 0.60 -1.60 0.24
H 2.634659 -0.999372 0.665992 0.23 0.03 0.31
H -2.475689 1.336764 0.188675 0.00 -0.22 -0.34
H -2.979676 -0.373701 0.587121 1.33 0.20 -0.13
H 0.248909 0.882397 -1.902148 0.28 0.20 -0.61
H -0.319452 -1.944200 0.952305 0.02 0.24 -1.35
```
Positions in Å, forces in eV/Å.

Output
HOMO-LUMO gap (alpha / beta)	8.2072 / 6.3121	eV
<S²>	2.047
LUMO (alpha / beta)	-4.2269 / -8.6259	eV
net charge	+1
spin multiplicity	3

Atomic partial charges in e from the Mulliken method, atoms 1 to 4: atom 1 (C): 0.04, atom 2 (C): -0.35, atom 3 (C): -0.85, atom 4 (C): -0.11

---

| no. | F_max (eV/A) | M (g/mol) | E_tot (a.u.) |
| --- | --- | --- | --- |
| 1 | 5.77 | 1111.6 | -9738.71333 |
| 2 | 0.55 | 273.4 | -866.83630 |
| 3 | 3.53 | 114.2 | -632.59660 |
| 4 | 7.19 | 92.1 | -286.41925 |